(1)
{"formula": "C30H30BN6O7P2Pt", "method": "ωB97M-V/def2-TZVPD", "spin_multiplicity": 1, "e_homo_ev": -5.1, "charge": -1, "de_lowest_ev": 0.646, "max_force_ev_per_a": 1.25, "elements": ["H", "C", "C", "C", "C", "C", "C", "H", "H", "H", "H", "C", "C", "P", "H", "C", "C", "O", "O", "H", "H", "C", "N", "H", "C", "C", "N", "C", "O", "H", "P", "N", "C", "C", "N", "C", "O", "O", "C", "C", "H", "Pt", "H", "C", "H", "C", "H", "H", "H", "C", "C", "H", "C", "B", "H", "C", "H", "C", "H", "H", "N", "H", "C", "C", "H", "H", "O", "H", "C", "H", "N", "O", "H", "H", "H", "H", "C"], "positions_angstrom": [[-1.02648, 4.59299, -2.49807], [0.60917, -1.07844, 3.43902], [-0.62159, 3.80815, 2.98770], [-3.61268, -1.66467, -0.83827], [0.22147, -2.25137, 2.80363], [5.10884, -0.18154, -0.73707], [2.19551, 2.04004, -1.52780], [3.72608, 1.80934, -3.72233], [-0.37766, -2.22291, 1.89965], [-2.51627, -4.79902, -0.23022], [2.37942, -2.42535, 5.99720], [0.10144, 1.42057, 3.65945], [1.85993, 3.28972, -2.09327], [1.42595, -2.94173, -0.24542], [-4.93122, 0.81914, -1.70553], [-3.96445, 0.83619, -1.23903], [-2.75711, -2.70852, -0.49965], [0.06995, -2.89535, -3.80886], [1.64768, -0.93232, -3.52420], [-3.36028, 3.99941, -0.26390], [5.47881, -0.75972, 0.10031], [-4.93850, -1.96604, -1.16585], [0.27201, 2.59387, -0.73175], [0.39195, 5.60119, -2.23417], [1.38464, -1.15392, 4.59615], [3.92689, 0.52901, -0.60542], [-0.47068, 1.76902, 1.55670], [-3.18899, -0.25663, -0.83032], [1.62638, -2.84390, -1.84216], [5.85377, 0.58565, -3.94323], [0.76671, -1.85701, -2.79473], [-0.14401, 0.46195, 1.67288], [-0.21603, 4.80826, -1.80035], [-3.21689, -4.01490, -0.48237], [1.22515, 1.64867, -0.71683], [0.21310, 0.22999, 2.92940], [0.16180, -3.61157, 0.12478], [2.58412, -3.96303, 0.20036], [0.62110, -3.47905, 3.30446], [-3.60439, 3.39099, -1.13236], [-4.88937, -5.32594, -0.78560], [-0.19461, -0.56211, -0.07249], [-1.71611, -2.53415, -0.27410], [-4.53303, -4.30378, -0.80175], [-3.08029, 3.81198, -1.99005], [0.63011, 3.60676, -1.55837], [1.70689, -0.24695, 5.08878], [2.43794, 3.88203, -2.77939], [6.73481, -0.71386, -2.03511], [4.13685, 1.28117, -2.87473], [1.39323, -3.54930, 4.45483], [0.33281, -4.37237, 2.77075], [3.43085, 1.26705, -1.67567], [-0.92220, 2.42979, 0.22448], [3.36451, 0.49451, 0.31532], [-0.33935, 2.36436, 2.75761], [-0.42227, 4.05082, 4.02974], [-5.39376, -3.27131, -1.14814], [3.45626, -3.65939, -0.07430], [-0.66139, 5.17880, -0.87885], [-2.07766, 1.56561, -0.36269], [-1.35289, 3.51562, 0.46313], [-3.23258, 1.96280, -0.92258], [5.81250, -0.15465, -1.93205], [-1.66007, 4.05083, 2.76740], [1.70916, -4.50950, 4.84117], [-0.39490, -1.34218, -1.95994], [0.52657, -2.81974, -4.65206], [5.32138, 0.57829, -3.00082], [0.28257, 1.56607, 4.70678], [-2.05492, 0.20982, -0.29238], [1.69337, -1.53835, 0.28998], [0.00647, 4.43749, 2.35884], [-6.42483, -3.48247, -1.40457], [-4.67460, 3.46231, -1.32159], [-5.62667, -1.17607, -1.43287], [1.77056, -2.38116, 5.10274]], "forces_ev_per_a": [[0.0, 0.0, 0.0], [0.1, -0.3, 0.1], [0.0, 0.0, 0.0], [0.0, -0.2, 0.0], [-0.1, 0.0, 0.1], [0.0, 0.0, 0.0], [-0.5, 0.3, 0.1], [0.0, 0.1, -0.1], [0.1, 0.0, 0.2], [0.0, 0.0, 0.0], [0.0, 0.0, 0.0], [-0.1, 0.1, -0.2], [-0.1, -0.1, 0.0], [-0.7, -1.0, 0.3], [-0.1, 0.0, 0.0], [0.2, 0.1, 0.1], [0.0, 0.0, 0.0], [0.0, 0.0, 0.0], [0.1, 0.0, 0.0], [0.0, 0.0, 0.0], [0.0, 0.0, 0.0], [0.1, 0.0, 0.0], [0.1, -0.1, 0.1], [0.0, 0.0, 0.0], [0.0, 0.0, -0.1], [0.0, -0.1, 0.0], [-0.2, 0.3, 0.1], [-0.1, 0.1, 0.2], [0.2, -0.2, 0.1], [0.0, 0.0, 0.0], [0.1, 0.1, -0.4], [0.2, -0.2, -0.4], [0.0, 0.1, -0.1], [0.0, 0.0, 0.0], [0.7, -0.1, 0.1], [-0.1, 0.0, 0.0], [0.0, -0.1, -0.1], [0.4, 0.5, -0.3], [0.0, 0.0, 0.1], [0.0, 0.0, 0.0], [0.0, 0.0, 0.0], [-0.3, 0.0, 0.4], [0.0, 0.0, 0.0], [0.0, 0.0, 0.0], [0.0, 0.0, 0.0], [0.0, 0.1, 0.0], [0.0, 0.1, 0.0], [0.0, 0.1, -0.1], [0.0, 0.0, 0.0], [-0.1, 0.0, 0.1], [0.0, 0.0, 0.0], [0.0, -0.1, -0.1], [0.1, 0.0, 0.0], [0.1, 0.0, -0.1], [-0.1, 0.0, 0.1], [0.1, 0.0, 0.0], [0.0, 0.0, 0.0], [-0.1, 0.0, 0.0], [0.1, 0.1, 0.0], [0.0, 0.0, 0.1], [-0.2, 0.1, 0.0], [-0.2, 0.1, 0.1], [0.0, 0.0, 0.0], [0.1, -0.1, 0.0], [0.0, 0.0, 0.0], [0.0, 0.0, 0.0], [-0.1, 0.0, 0.5], [0.0, 0.0, -0.1], [0.0, 0.0, -0.1], [0.0, 0.0, 0.1], [0.5, 0.1, -0.6], [-0.4, 0.4, -0.1], [0.0, 0.0, 0.0], [0.0, 0.0, 0.0], [0.0, 0.0, 0.0], [0.0, 0.0, 0.0], [0.0, -0.1, 0.1]], "mulliken_charge": [0.108, 0.928, -1.547, 0.870, 0.050, -0.667, -0.248, 0.383, 0.700, 0.467, 0.369, -1.200, -1.342, 0.124, 0.462, -1.205, 0.352, -0.534, -0.665, 0.277, 0.438, -0.974, 1.108, 0.404, -0.809, 0.025, 0.674, 0.374, -0.197, 0.356, 0.351, -0.150, -1.424, -1.252, -0.117, -0.215, -0.636, -0.580, -0.668, -1.367, 0.378, 1.946, 0.555, -0.416, 0.106, 0.768, 0.341, 0.520, 0.374, -0.596, -0.513, 0.449, 0.781, -1.049, 0.239, 0.685, 0.385, -0.642, 0.321, 0.295, 0.865, -0.239, 0.530, -0.355, 0.251, 0.380, -0.552, 0.301, -0.715, 0.474, -0.279, -0.282, 0.281, 0.380, 0.413, 0.263, -0.666]}

=====

(2)
{"formula": "C4H11N2PS2", "method": "ωB97M-V/def2-TZVPD", "spin_multiplicity": 1, "e_homo_ev": [-6.7, -6.4], "charge": 0, "de_lowest_ev": 2.000, "max_force_ev_per_a": 3.64, "elements": ["H", "C", "N", "N", "H", "C", "H", "H", "H", "S", "P", "H", "H", "S", "H", "C", "C", "H", "H", "H"], "positions_angstrom": [[-0.97340, -0.59039, -1.98492], [0.06432, -0.10924, -1.77181], [-0.10295, 1.19186, -1.20545], [1.38331, 0.44927, 0.75879], [-0.93946, 2.03916, -3.07502], [0.33340, -1.50532, 1.82220], [0.53604, -0.06774, -2.67109], [1.28169, 0.03997, 2.89763], [0.60831, -0.75994, -1.10967], [-1.33802, -1.10332, 1.09546], [0.02680, 1.42912, 0.46448], [0.14964, -1.91111, 2.83415], [1.61856, 0.00344, -0.11878], [-2.73137, -1.81548, 2.33488], [-2.09614, 1.56458, -1.92982], [1.40704, -0.36739, 1.88532], [-1.14102, 1.94461, -1.96747], [0.75100, -2.32286, 1.34323], [-1.14097, 2.81206, -1.40814], [2.30322, -0.92129, 1.80602]], "forces_ev_per_a": [[1.6, 0.6, 0.6], [-3.0, -1.6, 1.3], [-1.0, 0.0, -0.1], [-1.3, 2.7, -1.7], [0.5, 0.2, 1.4], [-1.3, 0.9, 1.6], [1.6, 0.2, -2.7], [0.4, 0.9, -0.7], [-0.1, -0.6, -0.1], [1.4, 0.5, 0.0], [-0.3, -1.0, -0.2], [-0.2, 0.5, -0.3], [0.7, -0.2, 0.5], [0.2, 0.4, 0.0], [-2.2, -1.6, 0.5], [-1.5, -2.5, 1.3], [2.8, -0.3, -0.7], [0.6, -1.6, -1.6], [-0.4, 2.7, 0.2], [1.4, -0.3, 0.6]], "nbo_charge": [0.206, -0.407, -0.743, -0.907, 0.209, -0.561, 0.197, 0.224, 0.186, 0.124, 1.170, 0.243, 0.393, -0.498, 0.196, -0.247, -0.398, 0.199, 0.206, 0.208]}

=====

(3)
{"formula": "C28H50AlI2N2O2", "method": "ωB97M-V/def2-TZVPD", "spin_multiplicity": 3, "e_homo_ev": [-4.9, -4.9], "charge": -1, "max_force_ev_per_a": 10.86, "s_squared": 2.01, "elements": ["I", "H", "O", "C", "C", "H", "H", "C", "C", "H", "H", "C", "C", "C", "H", "H", "C", "C", "H", "N", "H", "H", "H", "H", "H", "H", "H", "H", "H", "C", "Al", "C", "H", "H", "H", "H", "C", "N", "H", "C", "H", "O", "H", "H", "H", "H", "H", "I", "H", "H", "H", "H", "H", "C", "H", "C", "H", "C", "C", "H", "H", "H", "H", "C", "H", "H", "C", "C", "H", "H", "H", "H", "C", "C", "C", "H", "C", "C", "C", "C", "C", "H", "H", "H", "H"], "positions_angstrom": [[-3.37451, -5.08864, -1.24019], [4.10253, 5.30686, 0.98441], [-0.10288, -0.17691, -2.42234], [-0.86026, 1.78905, -3.45333], [3.14772, 1.28922, 4.18138], [-3.78106, 1.88390, -3.58364], [-5.47805, -1.96623, 0.83986], [5.42021, 1.19554, 3.28574], [-1.89057, -1.99784, -3.48190], [5.20577, 0.34279, 0.50429], [6.26204, 3.64832, -0.01040], [-2.05839, -5.73004, 2.39155], [0.43534, -1.88181, 1.41258], [-5.60662, -1.63287, 1.95439], [-2.11752, 2.27280, -5.22419], [-1.86403, -0.44478, -5.85853], [0.48932, 2.44529, -3.00396], [-1.02432, -6.57750, 2.89016], [-4.85826, -2.90271, 3.83056], [-0.77216, 0.29379, -3.56600], [-0.55369, -3.93613, 0.71091], [0.74146, 2.21821, -1.96176], [-1.56410, -2.27094, -2.47196], [-3.98102, 1.84927, -1.84495], [2.85996, 2.09472, -0.32838], [1.32111, 2.11727, -3.63895], [-2.27612, -2.02461, 2.41518], [-2.83766, -2.52740, -3.64472], [3.45254, 2.02072, 4.93934], [-5.12724, -4.34951, 2.02317], [-3.20533, -4.37374, 1.30769], [-1.09961, 2.39783, -4.85996], [3.31757, 0.28984, 4.60127], [6.40956, 2.30168, 1.07319], [2.79230, 4.49123, 0.10285], [-2.11927, 3.34624, -2.57514], [0.27048, -1.63265, 4.46519], [3.83971, 2.88199, 2.31222], [-5.21575, -5.26439, 2.78430], [3.86816, 4.47329, 0.31145], [-1.63446, 2.10353, -1.43673], [2.47746, 3.23029, 2.33278], [-3.17801, 0.60119, -5.28717], [0.43689, 3.53886, -3.07150], [2.06455, 1.37388, 4.03744], [-0.82775, -2.43713, -0.42275], [3.72441, -0.59533, 2.21800], [-6.53735, -4.81507, 0.36796], [5.47098, 0.34426, 3.97602], [-0.92869, 3.48136, -4.85616], [6.07490, 0.92552, 2.45777], [0.52019, -0.77480, 1.04320], [-4.09828, -0.43115, -2.84123], [-2.25496, -2.53148, 1.36077], [-2.84118, -0.26831, -1.62981], [5.88640, 3.24648, 0.93863], [-2.85316, -1.81477, 0.62220], [3.49586, 0.40838, 1.83722], [-2.65103, -0.33461, -5.10378], [6.20843, 3.93568, 1.72781], [-4.76147, -0.90749, 2.33515], [-0.41278, 1.96810, -5.59828], [-3.39151, -1.11982, -5.30094], [-2.07229, -0.45468, -3.66700], [-6.63831, -1.07827, 2.13066], [-0.01011, -7.06080, 3.27193], [3.95562, 1.48484, 2.85562], [-3.30242, 1.55618, -2.65511], [3.69572, -0.14804, -0.23267], [2.40469, 0.44584, 1.71930], [-6.65060, -3.16607, 3.27970], [4.36553, 4.67464, -0.64526], [-1.96477, 2.26462, -2.47187], [-3.12763, 0.04156, -2.64365], [0.43427, -1.94589, 3.08164], [5.85650, 2.05401, 3.80900], [-5.53964, -3.00854, 2.87223], [-0.76270, -2.76200, 0.72314], [4.13666, 0.57531, 0.46381], [4.34155, 3.10720, 0.91448], [3.92297, 1.98596, -0.07394], [4.47233, 2.09257, -1.01802], [-1.16297, -2.39701, -4.19868], [1.45839, -2.40925, 1.09609], [0.03037, -1.15091, 5.53066]], "forces_ev_per_a": [[0.7, 0.1, 0.2], [-0.1, -0.2, 0.0], [-1.3, 1.1, -3.3], [0.5, 1.7, -0.8], [-0.4, 0.5, -0.4], [0.0, 0.0, 0.0], [-0.2, 1.0, 2.1], [0.2, 0.1, -0.1], [0.5, 0.4, 0.4], [0.0, 0.0, 0.0], [-0.3, 0.0, 0.1], [8.1, -6.4, 3.5], [1.3, -1.6, 0.8], [0.2, -0.3, 1.0], [0.0, -0.1, 0.0], [-0.1, 0.1, 0.2], [-0.1, -0.8, 0.3], [-5.7, 5.9, -3.2], [-1.1, -0.2, -2.1], [0.9, -0.9, 4.9], [0.1, 2.7, 0.3], [-0.1, -0.2, -0.3], [0.0, 0.2, -0.3], [0.1, 0.0, -0.1], [0.1, 0.1, 0.2], [-0.2, 0.0, 0.1], [0.3, -1.0, -1.9], [0.1, 0.4, 0.0], [0.0, 0.0, -0.2], [0.0, -0.2, 2.2], [0.2, 0.4, 0.5], [-0.2, 0.0, -0.2], [0.2, 0.2, -0.4], [-0.1, 0.0, 0.1], [0.2, -0.1, 0.3], [0.3, -0.1, -0.1], [0.8, -1.2, -9.7], [-4.9, -0.2, -1.1], [-0.1, 1.9, -1.7], [-0.6, -0.3, 0.5], [0.1, -0.1, -0.2], [3.7, -0.5, 0.3], [0.1, 0.1, 0.0], [-0.3, -0.2, -0.2], [0.3, 0.1, -0.1], [0.4, -0.7, 2.5], [0.0, 0.3, 0.2], [-0.3, 0.4, 1.2], [-0.3, 0.2, -0.1], [0.1, -0.2, 0.2], [0.0, 0.1, 0.0], [-0.6, -2.0, 1.0], [0.3, -0.1, -0.1], [-0.1, 0.8, -0.9], [0.1, -0.1, -0.2], [0.2, -0.2, 0.1], [1.2, -1.3, 1.6], [-0.1, 0.3, -0.2], [0.0, 0.2, -0.2], [-0.1, -0.1, -0.1], [-1.6, -1.4, -1.2], [-0.1, 0.0, 0.2], [0.2, 0.1, 0.3], [-1.2, -1.3, -1.0], [2.1, -1.2, -0.6], [-2.9, 1.2, -1.0], [0.7, -1.3, 1.4], [0.0, 0.0, 0.0], [0.1, 0.1, 0.1], [0.1, 0.2, 0.2], [2.4, 0.2, -0.7], [0.1, -0.3, 0.3], [-0.1, -0.3, 0.2], [0.3, 0.2, 0.2], [-1.8, 3.6, 8.8], [-0.1, -0.1, -0.1], [-1.7, -0.2, -0.1], [-0.7, 0.2, -0.5], [0.0, 0.0, 0.0], [1.2, 1.0, -1.2], [-0.3, -0.2, 0.2], [0.0, 0.2, 0.2], [0.0, 0.1, 0.1], [-2.1, 1.2, 0.7], [0.8, -1.7, -3.0]], "lowdin_spin": [0.000, 0.000, 0.622, 0.021, -0.001, 0.000, 0.000, 0.001, -0.001, 0.000, 0.000, 0.000, 0.000, 0.000, 0.000, 0.001, -0.001, 0.000, 0.000, 0.303, 0.000, -0.001, -0.001, 0.001, 0.002, 0.000, 0.000, 0.000, 0.000, 0.000, 0.000, 0.001, 0.000, 0.000, -0.001, 0.001, 0.000, 0.303, 0.000, -0.001, 0.002, 0.622, 0.000, 0.000, -0.001, 0.000, 0.001, 0.000, 0.000, 0.000, 0.000, 0.000, 0.001, 0.000, 0.003, 0.001, 0.000, 0.012, 0.001, 0.001, 0.000, 0.001, 0.000, 0.021, 0.000, 0.000, 0.021, 0.001, 0.001, 0.002, 0.000, 0.000, 0.012, 0.012, 0.000, 0.001, 0.000, 0.000, 0.001, 0.021, 0.012, 0.001, 0.000, 0.000, 0.000]}

=====

> Which formula does entry 2 have?

C4H11N2PS2